95
Properties=species:S:1:pos:R:3:mulliken_charge:R:1 method="wB97M-V/def2-TZVPD" total_charge=+1 orbital_gap_ev=6.3 e_above_lowest_ev=0.000 energy_ha=-3588.6740
Zr 0.24186 1.45257 0.26032 -0.4125
N 3.45272 2.68080 3.48927 -0.3661
C 2.82487 2.56592 2.29263 0.3433
S 1.29619 3.33534 2.06482 -0.2094
N 3.41454 1.83295 1.37580 -1.7227
N 2.64294 1.83156 0.22274 1.2758
C 3.26492 2.08786 -0.85309 -0.9166
C 2.49888 2.32081 -2.07206 0.6248
C 3.14849 2.60933 -3.26032 -1.1365
C 2.39628 2.98973 -4.36006 -0.5493
C 1.02659 3.10554 -4.21029 -1.2538
C 0.45857 2.79878 -2.98460 -0.1835
N 1.16331 2.37894 -1.93291 0.5092
H 3.11171 3.37575 4.12957 0.2547
H 4.42832 2.43365 3.53524 0.2652
H 4.33591 2.27050 -0.83022 0.4133
H 4.22727 2.55168 -3.30616 0.5190
H 2.87410 3.21871 -5.30306 0.4622
H 0.39457 3.44472 -5.01844 0.4850
H -0.60153 2.92791 -2.82705 0.5215
C -2.51287 4.75527 2.51328 -0.9169
N -3.05285 3.81558 1.54008 0.1811
C -4.18382 3.04397 1.74710 -1.0848
C -4.27802 2.17385 0.72913 -0.5002
N -3.18326 2.41629 -0.09099 0.9496
C -2.42934 3.41638 0.42864 0.1732
S -0.94030 3.95413 -0.19787 -0.3910
C -2.89003 1.71837 -1.28057 -1.1076
C -3.89633 1.59020 -2.22328 -0.5574
C -3.63623 0.88414 -3.38221 -1.0350
C -2.37442 0.33807 -3.55144 -0.9478
C -1.43349 0.52077 -2.55960 -0.8692
N -1.66328 1.20938 -1.42847 3.0494
H -3.29974 5.43774 2.82613 0.3302
H -1.70544 5.31109 2.04686 0.3703
H -2.13396 4.19274 3.36578 0.3035
H -4.79950 3.16916 2.61889 0.4895
H -4.96988 1.37337 0.53219 0.7721
H -4.85609 2.05015 -2.03624 0.6168
H -4.40236 0.76627 -4.13649 0.4533
H -2.11519 -0.23180 -4.43214 0.5551
H -0.44516 0.09145 -2.66424 0.2421
N 1.02139 0.21675 2.13852 -0.1774
C 0.26396 0.57246 3.36061 -1.1760
C -0.98587 1.38511 3.03973 0.2370
O -1.72922 1.76282 3.91473 -0.6768
O -1.17565 1.59905 1.76210 1.3295
H 0.93605 -0.78118 1.96319 -0.9121
H 2.01073 0.41345 2.26914 0.5753
H 0.87951 1.17523 4.02390 0.4772
H -0.03286 -0.32125 3.90949 0.4999
C 1.95010 -2.66341 -3.62934 -1.1351
N 2.92970 -2.73775 -2.55321 0.3359
C 4.25873 -3.16657 -2.98382 -1.2455
C 2.75892 -2.01904 -1.41279 -0.5816
S 1.63858 -0.74117 -1.42276 0.8182
N 3.49506 -2.38293 -0.35348 0.2936
C 3.98190 -3.75041 -0.17178 -1.4447
C 3.54971 -1.59228 0.86255 -1.0118
H 2.09222 -3.53209 -4.27086 0.4458
H 2.07238 -1.75392 -4.22418 0.3441
H 0.94121 -2.68257 -3.22329 0.2975
H 4.44432 -2.76194 -3.98012 0.4272
H 4.34569 -4.25271 -3.03063 0.3299
H 5.01804 -2.77346 -2.31349 0.4083
H 3.50369 -4.42329 -0.87700 0.4132
H 3.71425 -4.07013 0.83459 0.5410
H 5.06511 -3.81233 -0.28542 0.3182
H 3.39355 -0.54277 0.64510 0.1130
H 4.53590 -1.71066 1.31047 0.4598
H 2.79804 -1.95558 1.57215 0.2471
C -5.68066 -1.08171 1.35034 -0.7024
C -5.26779 -1.33060 0.04857 -0.8346
C -3.91328 -1.31245 -0.26572 -0.2795
C -2.93714 -1.03269 0.69524 0.6204
C -3.38506 -0.76008 1.99312 0.1939
C -4.73186 -0.79553 2.32439 -0.8583
Si -1.09739 -1.08621 0.20681 1.4511
C -0.35224 -2.55251 1.17353 -0.1441
C -0.49435 -2.73353 2.55281 0.2213
C 0.07199 -3.81533 3.21663 -0.9126
C 0.78188 -4.76976 2.50350 -0.7511
C 0.91103 -4.63263 1.12713 -0.6567
C 0.36578 -3.53487 0.47773 -0.3107
H -6.73239 -1.11701 1.60492 0.3798
H -5.99853 -1.56523 -0.71623 0.4423
H -3.60549 -1.55184 -1.27898 0.4068
H -2.68036 -0.51362 2.77858 -0.0641
H -5.04065 -0.59712 3.34307 0.4698
H -1.20949 -1.67522 -1.16604 -0.4676
H -1.09728 -2.04035 3.12921 0.3922
H -0.06835 -3.92731 4.28430 0.4914
H 1.20305 -5.62854 3.01016 0.4159
H 1.42477 -5.39721 0.55654 0.5664
H 0.45970 -3.45570 -0.60037 0.3796

---

124
Properties=species:S:1:pos:R:3:mulliken_charge:R:1 method="wB97M-V/def2-TZVPD" total_charge=+2 orbital_gap_ev=4.2 e_above_lowest_ev=0.000 energy_ha=-2504.2854
Y -2.92138 -1.40883 -3.08613 1.6603
C -0.55459 -0.96246 -0.82808 0.3764
O -0.42240 0.36716 -1.15538 0.3213
O -1.03434 -1.58893 -1.83028 -1.0315
C 0.67056 -1.64400 -0.40072 -0.2924
F 1.17761 -1.07049 0.67198 -0.1732
F 0.32826 -2.92097 -0.02642 0.3241
F 1.59260 -1.68217 -1.30100 -0.3131
C -0.13837 1.29057 -0.07820 0.4571
C -0.08327 2.68631 -0.64882 -1.2757
H 0.61119 2.73777 -1.48518 -0.4272
H -1.03924 3.03471 -1.06948 0.3228
H 0.25742 3.37634 0.11970 0.2865
H 0.80586 1.06954 0.40590 0.0318
H -0.93478 1.25025 0.68157 0.2037
H -1.22917 -0.99853 0.05654 0.1962
C -2.70662 3.02162 4.47745 -1.1368
C -1.94250 3.74061 3.42485 0.4819
O -2.83617 4.23287 2.41304 -0.5138
H -3.49192 3.67702 4.84988 0.3598
H -2.12413 2.72709 5.35764 0.3135
H -3.17074 2.09055 4.11611 0.2466
H -1.19361 3.13148 2.91885 -0.3172
H -1.48613 4.61539 3.87314 0.3625
H -3.00692 3.50050 1.81754 0.2752
C -3.73841 -5.12651 -0.46995 -1.2966
C -3.15790 -3.78164 -0.32260 0.7555
O -3.71282 -2.84332 -1.39174 -0.5166
H -3.46940 -5.54916 -1.43828 0.2947
H -4.83458 -5.06195 -0.42241 0.5063
H -3.39706 -5.76623 0.33363 0.2913
H -2.07519 -3.76174 -0.43872 -0.3162
H -3.37460 -3.34070 0.65209 0.3619
H -4.64537 -3.12871 -1.56932 0.3298
C -0.33244 2.32934 -4.50512 -0.8736
C -1.70495 1.99390 -3.97184 -0.2466
O -1.68447 0.70358 -3.19000 -0.2851
H 0.44761 2.23595 -3.74668 0.1348
H -0.29882 3.36762 -4.85434 0.3940
H -0.05502 1.72185 -5.37013 0.3068
H -2.44775 1.89967 -4.76223 0.4078
H -2.05084 2.77806 -3.28594 0.2111
H -1.06317 0.76145 -2.35888 0.5349
C -1.64230 6.76471 0.37919 -0.9665
C -1.68693 6.84715 -1.08513 -0.1548
O -0.32729 6.72615 -1.60009 -0.5073
H -1.24604 5.81346 0.71828 0.0997
H -2.66714 6.80251 0.76353 0.3783
H -1.08484 7.58668 0.80944 0.3458
H -2.14347 7.79307 -1.41839 0.3785
H -2.35231 6.06297 -1.51118 0.2281
H -0.30244 6.83512 -2.55476 0.2460
C 2.58528 2.88340 2.62409 -0.6153
C 2.20112 2.70736 4.01821 -0.2881
O 1.05855 3.56487 4.27815 -0.4986
H 3.42319 2.25051 2.36801 0.4950
H 2.78472 3.94639 2.43816 0.2442
H 1.73857 2.70287 1.93425 -0.2176
H 3.07576 2.93106 4.65464 0.3821
H 1.94436 1.64967 4.23307 0.1346
H 0.72582 3.36674 5.15883 0.2957
C 3.86829 7.18162 1.10059 -1.3985
C 2.67961 6.63239 0.33576 0.5884
O 1.60202 7.54850 0.45075 -0.5543
H 3.61838 7.37826 2.14601 0.3294
H 4.17760 8.14076 0.67090 0.3813
H 4.70817 6.49154 1.07471 0.3639
H 2.41012 5.61853 0.72785 -0.2365
H 2.95974 6.46562 -0.72640 0.2459
H 0.95922 7.40161 -0.27457 0.2840
C -0.24852 -4.74635 2.87907 -0.9201
C -1.65487 -4.30072 2.68376 1.1290
O -2.06970 -3.53869 3.80689 -0.6393
H -0.21407 -5.56464 3.58600 0.5037
H 0.36442 -3.90879 3.18311 0.2612
H 0.10088 -5.11350 1.90892 -0.1093
H -2.33075 -5.15540 2.52879 0.2287
H -1.71051 -3.67538 1.76569 -0.8589
H -2.74165 -2.90055 3.54529 0.3034
C -0.19863 -7.08734 -2.03682 -1.3923
C 0.35199 -5.82673 -1.37347 0.4873
O -0.11352 -4.66169 -2.10361 -0.7220
H 0.01540 -7.06199 -3.11383 0.2895
H -1.26883 -7.23032 -1.89668 0.2924
H 0.33395 -7.95081 -1.64515 0.4486
H 1.44472 -5.88191 -1.39649 0.1655
H 0.03445 -5.80388 -0.31802 -0.0786
H 0.15093 -3.83753 -1.65199 0.0642
C 3.56166 1.52263 -0.89771 -0.5487
C 2.94956 1.48074 -2.27207 0.2210
O 3.89065 1.36387 -3.32989 -0.5756
H 2.81177 1.56453 -0.10736 -0.2023
H 4.14514 2.44612 -0.81406 0.4585
H 4.25212 0.69400 -0.73655 0.3401
H 2.37051 2.42322 -2.40769 0.0473
H 2.19193 0.69073 -2.33733 0.0227
H 4.54072 2.07343 -3.24131 0.3546
C -0.37769 -0.00735 3.30211 1.1073
C -0.63254 -0.30832 4.76718 -0.5958
O -0.26481 -1.68581 5.07202 -0.5226
H -0.73190 -0.78239 2.61387 -0.2581
H 0.69018 0.15831 3.15662 -0.1215
H -0.87893 0.93243 3.00848 -0.4795
H -1.66644 -0.05927 5.06362 0.3003
H 0.01911 0.31714 5.38643 0.2279
H -0.97026 -2.29522 4.72735 0.3768
C -0.99283 -4.73994 -5.77579 -1.0133
C -2.26031 -4.46664 -4.96477 -0.2677
O -2.05485 -3.59981 -3.73230 0.1226
H -0.28185 -5.30706 -5.18722 0.2156
H -0.52222 -3.81914 -6.11625 0.2951
H -1.23212 -5.34471 -6.65611 0.3998
H -2.66281 -5.42012 -4.58484 0.2619
H -3.07582 -4.06441 -5.57248 0.4443
H -1.31441 -4.07378 -3.14993 0.3305
C 3.28213 -4.02281 0.89194 -0.6321
C 3.54037 -4.21504 -0.61502 0.3978
O 4.57735 -5.16315 -0.83054 -0.5625
H 4.15463 -3.73709 1.48466 0.3898
H 2.89865 -4.97903 1.26598 0.2366
H 2.56408 -3.23501 1.14696 -0.0620
H 3.83235 -3.29468 -1.10792 0.2825
H 2.56505 -4.54843 -1.02195 -0.5140
H 4.23639 -6.05012 -0.65554 0.3532

---

Looking at E_LUMO for the records above, in order, we have -3.1, -8.3 eV.